# 1
Density functional theory data (wB97M-V/def2-TZVPD) for 16 unconnected molecules or ions with the total composition H32O16 in a non-equilibrium geometry.

Properties
Energy ... -33279.93165 eV
F_max ... 4.0 eV/A
Gap between HOMO and LUMO ... 9.18 eV
E_HOMO ... -9.784 eV
Molar mass ... 288.2 g/mol

Structure (ORCA input):
```
! RIJCOSX wB97M-V def2-TZVPD def2/J DEFGRID3
* xyz 0 1
H -1.36333 -3.33962 -0.76642
H -1.17633 2.54438 1.48558
H -1.22633 1.35938 -2.22542
H 1.97967 1.28938 1.98258
O -1.58033 1.68538 -3.05642
H -3.56733 1.43838 2.54758
H 0.15467 -0.58362 0.67058
H 0.31067 -0.18863 -3.97642
H -1.41633 -2.24662 -1.66142
O -0.33833 3.32438 -0.71742
H 3.20067 -1.58162 2.76358
O 0.40667 -0.67462 -3.12542
H 0.27367 2.67038 -1.03342
H 2.18267 1.38938 -0.27642
H 2.60767 -1.67762 -0.60642
H 0.62967 1.26638 2.42058
H -0.07733 -0.29562 -0.76342
O -3.10533 0.63438 2.24358
H -2.72533 -1.22862 0.27758
O 1.56767 -2.83162 0.42958
H -0.46633 -1.37462 2.84358
H -3.61533 -2.49962 0.05458
H 1.81967 2.66438 -2.45042
O 1.51467 1.09638 2.73658
O -0.59633 -1.46262 1.89658
O -2.97933 -2.06762 0.67158
H -2.72133 0.95138 -0.54642
H -1.49133 -1.78662 1.79758
O 1.61167 1.85838 -1.97242
H 1.45567 -2.45862 1.31758
H 1.89567 -0.61862 2.69258
H -2.18133 0.74138 1.99058
H -2.50333 1.42338 -3.09542
H -2.50633 -0.30062 -1.52942
H 0.70567 -2.55662 0.18158
H 3.60967 1.54738 -0.15242
O 2.19967 -1.55562 2.86558
O -0.86233 1.63538 1.67258
H 0.01267 3.54338 0.14958
H -0.74333 1.10838 0.87258
H 1.01067 -1.36862 -3.31942
H 1.60767 1.09037 -2.54842
O 3.25267 -0.98162 -0.78742
H 2.81067 -0.30162 -0.28542
O 2.87167 1.42438 0.42058
O -2.19433 0.15838 -0.75442
O 0.53067 -0.08562 -0.06642
O -0.78533 -2.77762 -1.26842
*
```

The net atomic charges from Löwdin, expressed in e, are: 0.0473, 0.1012, -0.0148, -0.0524, -0.0457, 0.0526, -0.0091, 0.0739, -0.0222, -0.0398, 0.0943, -0.0351, -0.0328, 0.0069, -0.0116, -0.0092, 0.0008, -0.0792, -0.0224, -0.0572, 0.0899, 0.0827, 0.0896, -0.0132, -0.0137, -0.0640, 0.1029, 0.0292, -0.0374, 0.0022, 0.0068, -0.0460, 0.0338, 0.0646, -0.0384, 0.0538, -0.1088, -0.0584, 0.0387, 0.0194, 0.0443, 0.0477, -0.0786, -0.0476, -0.0601, -0.0421, -0.0490, 0.0065


# 2
Density functional theory data (wB97M-V/def2-TZVPD) for 5 unconnected molecules or ions with the total composition H10O5 in a non-equilibrium geometry.

Properties
SMILES ... O.O.O.O.O
Energy ... -10399.72020 eV
F_max ... 3.0 eV/A
Gap between HOMO and LUMO ... 11.07 eV
E_HOMO ... -10.763 eV
Molar mass ... 90.1 g/mol

Structure (ORCA input):
```
! RIJCOSX wB97M-V def2-TZVPD def2/J DEFGRID3
* xyz 0 1
O -5.03400 22.78700 18.75200
H -5.04100 23.63100 19.15300
O -7.31000 18.97300 22.33900
H -9.01000 23.03300 18.97200
H -7.64400 21.65300 20.80800
H -7.10100 19.82600 22.02900
H -4.16400 22.42000 18.71700
H -4.76600 20.18600 18.83200
O -6.80200 21.41600 21.21000
H -8.16000 18.75900 21.94400
H -9.34200 21.52200 19.19400
O -4.61200 20.04700 19.75900
O -8.67200 22.18100 19.04100
H -6.10400 21.60800 20.57900
H -5.42200 19.66200 20.05400
*
```

The net atomic charges from Löwdin, expressed in e, are: -0.0228, 0.0254, -0.0492, 0.0151, 0.0217, -0.0610, 0.0270, 0.0288, -0.0530, 0.0292, 0.0481, -0.0322, -0.0059, 0.0124, 0.0163


# 3
Density functional theory data (wB97M-V/def2-TZVPD) for a molecular structure, C47H57F5INO4PSbSi3TeTl in a non-equilibrium geometry.

Properties
Energy ... -132483.97320 eV
F_max ... 5.4 eV/A
Gap between HOMO and LUMO ... 6.87 eV
E_HOMO ... -5.192 eV
Molar mass ... 1490.8 g/mol

Structure (ORCA input):
```
! RIJCOSX wB97M-V def2-TZVPD def2/J DEFGRID3
* xyz -1 1
Si -1.26120 2.75620 -4.26084
H -4.67744 -3.35912 -3.71919
C 3.28517 3.95711 -4.46170
H 3.95317 4.77857 -4.19075
C 3.70671 2.79874 -1.65077
C -0.87029 -1.93983 4.11651
H 6.44013 -4.01219 2.06708
H 6.34680 -3.69463 4.52190
H -1.66456 4.00255 -2.12725
H 0.63311 4.54769 3.99527
H -0.61223 -2.71274 -4.35026
C 0.90354 2.42998 3.86048
C -0.52905 -1.76228 -3.81758
H -3.29031 1.54920 -3.47807
C 4.41120 -2.54490 5.88708
F 5.94488 0.90636 -1.86312
C 1.30672 3.71867 4.17502
H 3.87455 3.16541 -4.92468
F 4.46722 0.46689 0.01278
C -1.72910 1.00557 1.47992
H -1.85310 -3.78264 1.34366
H 3.36139 -1.78368 7.58106
H 4.49421 -3.39719 0.68859
H -2.00858 -1.38715 1.17532
H -2.50795 -3.27532 4.46153
H -3.67937 -5.98193 -1.83993
H 0.80567 4.40722 -1.32570
C 2.33170 -1.61578 -4.83664
H -5.62180 -1.61243 1.21372
F 4.00019 0.85904 -3.53149
O -0.96004 0.00179 1.64951
H -1.51873 -1.29829 -3.79607
C 1.74815 1.33739 4.09751
C -3.79006 -0.49665 1.28332
O -1.31583 2.15595 1.22830
H -0.85731 0.27707 -6.29588
H -0.83323 2.69391 -6.73031
C -2.53723 -3.83954 0.50387
C 2.39158 -1.28906 5.71815
H 2.15417 -2.43814 -5.53521
C -2.73573 -1.43371 5.54304
H 2.88998 4.95285 4.94035
C -5.40991 1.66323 2.05926
H 4.43741 3.05097 5.26232
N -2.98109 -1.55314 0.92593
C -2.17401 -0.20015 5.82799
C -2.80758 1.67829 -4.44962
O -2.01690 0.24307 -1.50259
C 3.43679 2.87811 4.88528
H 1.62820 -0.69009 6.20011
C -5.97272 0.42208 1.78658
H -2.90381 4.38182 -3.32169
H -7.04482 0.28712 1.86964
H -3.56671 2.76757 2.17201
H -0.06336 2.26929 3.39576
H -0.54681 1.14395 5.47967
H 3.15554 -1.01247 -5.21973
C -5.09537 -3.97445 -2.91836
C 5.53858 -3.35831 3.88295
C -3.24658 -2.68449 0.14888
Si 2.37458 3.30786 -2.94065
H -4.60831 -1.41371 -2.60774
C -2.07447 -2.30886 4.68936
H -2.57970 0.68231 -4.83759
C 4.43620 -2.70354 4.48303
C -0.30616 -0.69014 4.38359
C 3.03126 1.58400 4.58641
H -3.52714 2.14762 -5.12586
C 3.36262 -2.19491 3.68358
C -4.03606 1.81459 1.96355
H -0.36298 -2.61365 3.43357
C -4.75420 -1.47649 -1.52763
C -2.68708 -5.01514 -0.20030
F 5.23528 -1.54268 -0.94693
C 4.48161 -3.17458 1.74666
F 5.32610 -1.05888 -3.20212
C 3.40026 -2.54388 2.29200
Sb 0.56585 1.44914 -3.04054
H 0.80313 0.60345 -6.80164
O 2.71037 -0.75455 -1.82947
H 2.57132 4.32867 -5.20143
C -0.93714 0.02488 -1.23580
C -3.21365 0.75857 1.59187
C 3.38830 -1.88723 6.50357
H 3.65368 1.69578 -1.45734
C 0.15230 -0.13866 -6.33443
C 5.58397 -3.54687 2.53724
H 0.92583 5.35059 -2.81178
H -2.12925 -5.89759 0.08809
H 3.72771 0.76674 4.72075
H 0.12629 -1.02194 -6.97946
Te 4.34341 -0.10430 -1.85734
H -4.35238 -0.57318 -1.08621
C -5.17728 -0.64433 1.41261
C 1.50010 4.76416 -2.09072
H 4.71637 2.94761 -2.02435
C -4.07733 -2.71025 -0.98647
H 2.65229 -2.03839 -3.88548
H -1.69447 4.16804 -6.26701
H -6.03397 2.50309 2.33728
Si 0.76420 -0.61908 -4.60037
I 1.78638 -2.35097 0.92272
H -6.10413 -3.61001 -2.71303
H -1.30906 5.13401 -3.43727
H -5.83191 -1.49288 -1.33864
C 2.37792 -1.39466 4.34756
H -0.24655 -1.98040 -2.78467
H -2.68173 0.48223 6.49906
C -0.89781 3.47881 -5.97343
Tl 1.21806 0.96592 0.50379
C -4.22779 -3.91607 -1.68773
C -3.55220 -5.06039 -1.28376
H 2.21719 5.43384 -1.61009
P 1.20910 -0.28972 3.42810
H -5.16738 -4.99671 -3.28809
H 3.59837 3.27581 -0.67782
H 5.22758 -2.96622 6.46264
H -3.68348 -1.71515 5.98497
C -1.83295 4.20940 -3.18711
C -0.96436 0.17228 5.25097
H 0.04751 4.02722 -5.98535
C 2.57176 3.94602 4.69975
*
```

Löwdin atomic charge list, values in e, 99 entries: 0.3123, 0.0791, -0.2175, 0.0295, -0.2455, -0.1044, 0.1079, 0.1087, 0.0223, 0.1055, 0.0345, -0.1236, -0.2284, 0.0185, -0.0404, -0.3660, -0.0774, 0.0218, -0.4530, -0.6674, 0.1010, 0.1025, 0.0791, 0.0983, 0.1014, 0.0996, 0.0225, -0.2187, 0.1133, -0.4441, -0.2650, 0.0096, -0.3635, -0.2037, -0.0793, -0.0042, 0.0092, -0.0272, -0.0986, 0.0330, -0.0937, 0.0963, -0.1040, 0.0999, 0.1072, -0.0836, -0.2303, 0.0285, -0.0857, 0.1092, -0.0967, 0.0274, 0.0964, 0.1129, 0.0919, 0.0946, 0.0266, -0.0553, -0.0441, -0.1882, 0.3574, 0.0761, -0.0808, 0.0030, -0.1666, -0.3611, -0.0780, 0.0302, -0.1802, -0.0291, 0.0795, -0.0426, -0.0915, -0.4186, -0.1655, -0.4137, -0.5462, 0.9283, 0.0251, -0.7033, 0.0095, -0.2397, -0.0637, -0.0711, -0.1046, -0.2381, -0.0675, 0.0117, 0.0991, 0.1026, 0.0257, 1.7126, 0.0562, -0.0429, -0.2343, 0.0398, -0.1567, 0.0103, 0.0270


# 4
Density functional theory data (wB97M-V/def2-TZVPD) for C21H25N3O3S in the gas phase.

Properties
SMILES ... CCOc1ccc(/C(CCC(=O)O)=N/NC(=S)NCCc2ccccc2)cc1
Energy ... -43631.15271 eV
F_max ... 0.9 eV/A
Gap between HOMO and LUMO ... 8.05 eV
E_HOMO ... -7.780 eV
Molar mass ... 399.5 g/mol

Structure (ORCA input):
```
! RIJCOSX wB97M-V def2-TZVPD def2/J DEFGRID3
* xyz 0 1
C 2.57707 -2.68033 -0.62086
H -5.62874 -2.62482 1.31345
C 3.82204 -1.51126 -2.31661
O -5.79284 -0.90101 0.17324
H 0.51885 3.29366 1.32310
C 2.54578 -3.49899 0.64020
C 0.13714 4.77434 -0.16248
H -7.21683 -2.21033 0.63741
H 2.03796 1.50916 0.44556
C 2.64893 -0.97378 -2.81987
C -2.96894 1.31841 -0.16686
H -1.29641 -1.44481 0.77359
H 0.51598 -0.88836 -2.62030
N 2.12258 -1.38464 1.81883
H 3.94701 -2.30958 1.80472
H 0.79708 2.29541 -0.96511
C 1.40462 -2.15075 -1.14429
C -5.89120 -3.15258 -0.77974
C -4.24731 0.81014 -0.15174
C -4.49081 -0.52384 0.18582
C 3.78609 -2.35694 -1.22345
H 3.26797 -4.31473 0.59240
N 1.66773 0.64492 0.83552
C -0.19112 2.34198 -0.49688
H -6.22559 -4.16176 -0.55562
C 2.89498 -2.60051 1.84341
O -0.65010 5.56515 -0.60490
C -3.40627 -1.33242 0.52101
H 2.70414 -3.12965 2.78105
H -6.44015 -2.78168 -1.64154
H 0.45293 -2.39833 -0.69475
C -6.14531 -2.24771 0.42239
C 1.43808 -1.30063 -2.23543
S 4.19240 0.16921 1.18045
O 1.46197 4.92495 -0.27885
H 4.76953 -1.25958 -2.76894
H 2.67924 -0.30291 -3.66600
H -4.83392 -3.17797 -1.03226
C -0.50226 1.01910 0.16052
H -2.83727 2.35770 -0.42313
C -1.87250 0.51463 0.16162
H -3.54402 -2.36664 0.79536
H 1.67742 5.74292 -0.75382
H -0.91407 2.54750 -1.28593
C -2.12908 -0.81260 0.51054
N 0.37944 0.29242 0.74319
C -0.21180 3.48480 0.53641
C 2.60015 -0.24829 1.27785
H -5.09209 1.43343 -0.39907
H 1.54997 -3.92462 0.78336
H 1.11638 -1.47930 1.73345
H 4.70571 -2.75737 -0.82271
H -1.20595 3.57087 0.97473
*
```

The net atomic charges from Löwdin, expressed in e, are: -0.2538, 0.1160, -0.0842, -0.0457, 0.1260, -0.1269, -0.5456, 0.1236, 0.1138, -0.0906, -0.0212, 0.0938, 0.1019, 0.0026, 0.0728, 0.1195, -0.0636, -0.0628, 0.0077, -0.2651, -0.0619, 0.1167, -0.0161, -0.1122, 0.0775, -0.2009, 0.1133, -0.0106, 0.1183, 0.0799, 0.0996, -0.2452, -0.0892, 0.6427, 0.1122, 0.1043, 0.0993, 0.0671, -0.2367, 0.1089, -0.1686, 0.1061, 0.1348, 0.1207, -0.0200, 0.0921, -0.0784, -0.8674, 0.1208, 0.1111, 0.1195, 0.1165, 0.1280


# 5
Density functional theory data (wB97M-V/def2-TZVPD) for 16 unconnected molecules or ions with the total composition C34H43Cl46N3 in a non-equilibrium geometry.

Properties
Energy ... -616447.58603 eV
F_max ... 6.8 eV/A
Gap between HOMO and LUMO ... 8.00 eV
E_HOMO ... -7.990 eV
Molar mass ... 2124.6 g/mol

Structure (ORCA input):
```
! RIJCOSX wB97M-V def2-TZVPD def2/J DEFGRID3
* xyz 0 1
H -4.56301 1.06928 3.60137
Cl 8.83902 -9.10537 1.99471
C -0.79339 -2.04040 1.70628
C 3.18991 -3.02790 -5.42978
H -0.67084 -0.45123 -3.46537
C 0.98237 2.37794 -9.86171
Cl -5.79175 6.57398 2.06610
H -5.06885 0.75723 -0.40753
H 1.90522 5.83389 8.29567
H -0.08156 -0.53415 5.88321
H -0.06821 1.06216 4.90331
Cl -10.08312 3.19679 -8.28589
Cl 2.80853 -4.19889 -4.16196
Cl 5.28716 7.38221 7.43590
H -2.04230 1.49009 3.32293
C 0.09733 0.38461 2.02563
C 1.13548 -1.66446 3.44313
Cl -2.08314 1.73538 -6.30789
H 2.61463 -0.67119 1.93566
H -3.70818 0.04171 -6.08973
H 1.14452 -1.73325 4.59317
Cl 1.48074 5.96895 3.40543
H 4.52586 2.89682 -4.85121
H 6.25779 6.26733 -0.51226
Cl 9.77951 -10.83422 -0.14861
H 2.61691 3.95780 2.96141
Cl -0.22610 1.96257 -8.62795
H 1.33429 -2.74802 3.07127
C -4.02129 0.97152 -0.84022
C 2.14557 5.19191 9.14209
H 3.33382 -3.56769 -6.36455
Cl -4.65490 -5.91847 5.58123
C 0.42784 -0.71711 -1.46831
Cl 1.02509 -8.08545 -0.72787
H -3.53027 1.09302 5.12151
C 2.50399 -0.85208 3.06167
C -1.92443 2.06175 -1.71527
Cl -3.48662 -4.02102 7.45294
C -0.51077 0.11954 -2.46663
Cl 1.09026 4.13705 -10.02178
H -6.46339 6.20216 -0.15692
C -0.71561 0.17023 5.21280
N -1.76754 0.61367 -1.85195
C -6.18177 5.55522 0.67252
Cl 2.58782 1.70094 -9.52787
Cl 4.38725 -6.28746 -1.33174
C -0.21195 -2.09983 -0.94243
H -0.92953 -7.59438 0.48306
Cl 4.31362 5.58560 2.86222
H 0.44846 -3.57823 0.61738
C -2.44033 0.39872 3.29429
Cl 7.95102 7.89604 -0.61744
H -1.88376 -1.58349 4.28544
H 1.37595 -1.00695 -2.07933
Cl 0.74598 4.16123 9.47478
C -8.54052 0.26566 -6.41977
H 5.33038 5.39207 6.18379
H 7.88652 -9.43946 -0.12888
H 4.68166 -1.25242 3.57268
H -2.64090 -4.72020 5.37158
Cl -2.08359 -6.49020 6.81799
Cl -4.77057 4.60270 0.18265
C 6.08094 6.12440 6.47653
C 5.13676 -7.36250 -2.52230
Cl -11.07420 5.16839 -6.38994
Cl 5.11914 8.27697 -0.07064
H -4.18233 -0.60194 4.48052
Cl 5.46186 -6.48950 -4.02591
Cl 7.31972 5.30005 7.43485
H -9.28650 -0.48745 -6.66871
Cl 1.85769 -1.88415 -5.64820
H -1.59838 0.50550 5.86870
C -3.46727 0.94112 -5.52414
N 0.21523 1.42738 1.42565
Cl -4.87478 2.01374 -5.55457
C -3.14845 -5.22053 6.19564
H -2.71958 0.10114 2.21711
C 6.48896 7.16452 0.05993
H 0.09409 1.06313 -2.77181
Cl -3.10880 0.47483 -3.85064
N -1.53666 -4.53921 2.83232
C 0.27086 -2.43031 0.56034
C -0.64356 -7.52075 -0.56528
C 8.36125 -10.08984 0.60396
C -2.96768 -0.07432 -1.36242
C -3.34083 2.36988 -1.08834
H -3.14188 -1.20090 -1.36459
C 2.84907 4.85435 3.53527
Cl 7.19262 -11.32685 1.08911
H 3.41352 -2.31900 4.48345
Cl 6.62838 -8.06101 -1.87363
H 0.81029 -0.08516 -0.59038
Cl 3.11035 4.38345 5.22225
C 4.23407 1.89273 -5.15530
Cl -7.21649 -0.52636 -5.55370
Cl -9.30521 1.49073 -5.39713
H -1.15788 2.86592 -2.03572
Cl 5.70839 0.91954 -5.31345
H 0.64403 1.96765 -10.81194
Cl 6.75124 6.69707 1.74672
H 3.81985 -2.68475 2.63777
H 4.44394 -8.17439 -2.73867
H 1.32136 -1.96491 0.71603
Cl 2.50638 6.21997 10.53627
Cl 3.39701 1.99473 -6.70828
Cl 6.78688 6.81528 5.00795
H 0.23020 -2.93925 -1.60687
C -0.19646 -1.00254 2.82508
H -1.34805 -2.18125 -1.05117
C -1.26361 -3.43930 2.39007
H -1.74530 -1.57591 1.24736
Cl 2.76386 0.64241 4.10658
Cl 4.68812 -2.17379 -5.04076
C -1.33019 -0.62939 3.92440
Cl -7.54937 4.49455 1.04093
C -3.80439 0.44138 4.20395
Cl -1.73948 -8.53489 -1.51491
C -11.49059 4.13373 -7.76429
Cl -7.95274 0.98753 -7.92667
Cl 3.16259 1.22539 -3.91547
H -3.83341 3.37815 -0.85420
Cl -12.83372 3.05858 -7.34843
C 3.72042 -1.88168 3.45343
Cl -0.77670 -5.82646 -1.06183
H -11.80439 4.77051 -8.58996
Cl 3.55352 4.20930 8.71315
*
```

Löwdin atomic charge list, values in e, 99 entries: 0.0782, 0.5187, -0.1863, -1.5271, 0.1104, -1.5060, 0.5222, 0.0947, 0.0132, 0.0805, 0.0697, 0.4800, 0.4955, 0.5163, 0.1205, -0.1536, -0.1567, 0.4846, 0.1009, 0.0157, 0.1159, 0.5314, 0.0166, 0.0190, 0.5180, 0.0087, 0.4814, 0.1287, -0.0679, -1.5445, 0.0196, 0.5103, -0.1627, 0.5055, 0.0697, -0.6709, -0.0863, 0.5051, -0.2014, 0.5233, 0.0188, -0.0788, -0.3021, -1.5029, 0.4874, 0.5063, -0.1823, 0.0182, 0.4840, 0.0999, -0.2191, 0.5253, 0.1419, 0.1117, 0.5212, -1.5171, -0.0669, -0.0731, 0.0750, -0.0226, 0.5113, 0.6278, -1.5529, -1.5206, 0.5156, 0.5253, 0.0773, 0.5143, 0.5234, 0.0195, 0.5133, 0.0760, -1.4524, 0.1720, 0.5056, -1.5535, 0.0957, -1.5233, 0.1192, 0.7416, 0.1247, -0.1605, -1.5351, -1.5590, -0.2089, -0.1057, 0.1016, -1.5015, 0.5171, 0.0895, 0.5574, 0.0868, 0.5203, -1.5131, 0.5106, 0.5113, 0.1260, 0.4980, 0.0151